{
  "formula": "C4H8O2",
  "method": "the ωB97M-V functional and the def2-TZVPD basis",
  "species": ["O", "C", "C", "O", "C", "C", "H", "H", "H", "H", "H", "H", "H", "H"],
  "xyz": [[-0.9615, 1.5097, -0.2615], [0.2927, 1.2666, -1.0328], [-0.3122, -0.3465, -0.0514], [-1.5862, -0.8821, -0.1231], [0.5023, -0.5549, 1.1664], [0.7398, -1.3387, -0.1346], [-0.6188, 1.7162, 0.6138], [0.8336, 2.2791, -1.0473], [0.0057, 1.1501, -2.0865], [-2.2368, -0.4064, 0.4219], [0.0784, -1.1050, 2.0079], [1.2325, 0.1996, 1.4227], [1.5860, -1.0415, -0.7314], [0.4316, -2.3730, -0.1634]],
  "orbital_gap_ev": 8.70,
  "de_lowest_kj_mol": 623.56,
  "energy_ha": -307.47493
}